1.
{
  "formula": "C15H52O13",
  "method": "ωB97M-V/def2-TZVPD",
  "symbols": ["C", "C", "C", "O", "H", "H", "H", "H", "H", "H", "H", "H", "O", "C", "C", "O", "H", "H", "H", "H", "H", "H", "O", "C", "C", "O", "H", "H", "H", "H", "H", "H", "C", "O", "H", "H", "H", "H", "C", "O", "H", "H", "H", "H", "C", "O", "H", "H", "H", "H", "C", "O", "H", "H", "H", "H", "C", "O", "H", "H", "H", "H", "C", "O", "H", "H", "H", "H", "C", "O", "H", "H", "H", "H", "C", "O", "H", "H", "H", "H"],
  "xyz": [[16.4273, 10.4242, 11.6386], [15.2587, 11.3969, 11.4184], [14.3978, 11.1046, 10.1865], [14.5067, 11.3143, 12.6223], [16.9484, 10.7937, 12.5312], [16.9684, 10.3476, 10.6760], [15.9659, 9.4257, 11.8134], [15.6170, 12.4697, 11.3735], [13.6795, 11.9279, 9.9437], [13.8399, 10.1631, 10.3264], [14.9580, 10.9232, 9.2611], [13.8509, 11.9995, 12.5959], [8.7077, 6.5794, 11.4534], [7.5950, 7.0404, 12.2156], [7.1814, 5.9310, 13.1166], [8.2759, 5.4986, 13.8695], [9.4143, 7.2111, 11.6013], [7.9001, 7.8622, 12.9244], [6.7492, 7.4514, 11.6914], [6.8506, 5.1575, 12.3969], [6.3720, 6.2072, 13.8203], [8.9691, 5.5165, 13.2022], [8.1682, 5.4047, 6.9454], [9.2651, 5.3595, 7.8726], [10.1916, 6.5211, 7.9544], [10.7332, 6.7346, 6.5964], [8.4965, 5.5518, 6.0557], [8.8223, 5.2434, 8.8338], [9.8752, 4.5156, 7.5129], [11.0031, 6.2835, 8.6325], [9.7498, 7.4840, 8.1960], [10.8583, 7.6740, 6.5331], [6.8141, 11.2230, 12.4563], [6.3312, 10.5228, 13.5655], [6.4138, 10.8234, 11.5332], [6.5366, 12.2966, 12.5244], [7.9340, 11.1650, 12.4182], [6.7975, 10.8379, 14.3290], [10.5723, 12.4205, 11.9573], [10.3142, 12.4241, 10.6190], [9.7217, 12.7314, 12.6264], [10.9342, 11.4204, 12.2808], [11.3889, 13.0599, 12.1645], [9.4996, 11.9542, 10.3566], [7.0913, 12.2236, 8.8408], [7.8894, 11.1854, 9.3243], [7.3085, 12.5648, 7.8307], [6.0461, 11.9252, 8.9494], [7.2434, 13.0370, 9.5203], [7.8571, 10.4384, 8.7156], [10.9225, 9.0883, 10.2019], [10.6272, 8.8876, 11.5923], [11.7675, 8.4994, 9.8144], [10.0068, 8.7575, 9.7357], [11.1610, 10.0990, 9.9838], [11.4180, 9.1115, 12.1309], [14.2264, 8.4496, 7.6699], [13.6160, 9.6329, 7.1006], [15.1935, 8.7805, 8.0218], [13.6962, 8.0882, 8.5720], [14.2810, 7.6677, 6.8792], [12.6945, 9.4382, 6.9514], [12.7690, 8.2939, 14.2265], [12.7668, 9.2324, 13.1470], [11.9315, 7.6011, 14.1192], [13.7191, 7.7650, 14.2534], [12.7072, 8.7339, 15.2216], [13.5897, 9.7724, 13.0018], [10.4314, 11.4527, 7.1530], [10.5540, 10.0498, 7.2111], [9.5972, 11.8078, 6.5421], [10.3701, 11.8579, 8.1699], [11.3888, 11.8384, 6.8557], [9.8434, 9.6945, 7.7698], [6.9665, 8.0948, 8.5378], [7.8417, 9.0267, 7.8098], [6.7626, 8.6111, 9.4465], [6.0574, 7.8644, 8.0542], [7.5001, 7.2012, 8.7999], [8.2144, 8.6351, 7.0043]],
  "lowdin_charge": [-0.0420, -0.4828, -0.0454, -0.0730, 0.0852, 0.0877, 0.0888, 0.1499, 0.0973, 0.0727, 0.0706, 0.0842, -0.0686, -0.2538, -0.2848, -0.0548, 0.0475, 0.1381, 0.1049, 0.1227, 0.1352, 0.0680, -0.0648, -0.2306, -0.2065, -0.0681, 0.0790, 0.1033, 0.1324, 0.1225, 0.0694, 0.0380, -0.1773, -0.1097, 0.0611, 0.0878, 0.0769, 0.0682, -0.2012, -0.1208, 0.0920, 0.0729, 0.0564, 0.0509, -0.1434, -0.1539, 0.0809, 0.0847, 0.0750, 0.0142, -0.1198, -0.1387, 0.0776, 0.0568, 0.0558, 0.0251, -0.1389, -0.1347, 0.0616, 0.0634, 0.0894, 0.0225, -0.1123, -0.1675, 0.0843, 0.0772, 0.0760, 0.0721, -0.1230, -0.1385, 0.0869, 0.0683, 0.0803, 0.0299, -0.0402, -0.1590, 0.0683, 0.0809, 0.0581, 0.1011],
  "de_lowest_kcal_mol": 12.1,
  "e_lumo_ev": 0.53,
  "gap_ev": 10.32,
  "e_tot_ev": -43011.3931,
  "largest_force_ev_per_a": 2.89,
  "smiles": "CC(C)O.OCCO.OCCO.CO.CO.CO.CO.CO.CO.CO.CO"
}


2.
{
  "formula": "C4H12N2O3",
  "method": "ωB97M-V/def2-TZVPD",
  "symbols": ["N", "C", "C", "N", "C", "C", "O", "O", "H", "H", "H", "H", "H", "H", "H", "H", "H", "H", "H", "H", "O"],
  "xyz": [[1.9914, -0.8387, -0.3005], [0.8085, -0.5993, -1.1897], [-0.3176, -1.5737, -0.9811], [-1.3161, -1.4032, -0.0060], [-1.1992, -0.7226, 1.2436], [-1.7261, 0.7025, 0.9392], [-1.1576, 1.1887, -0.1877], [-0.5189, -2.3222, -1.9061], [2.4950, 0.0201, -0.1848], [2.5296, -1.5319, -0.6864], [0.7450, 0.4026, -1.0394], [1.1722, -0.4399, -2.2288], [-1.8965, -2.1481, 0.1225], [-1.7035, -1.1172, 2.0197], [-0.0905, -0.4403, 1.4612], [-2.7119, 0.6243, 0.6644], [-1.7099, 1.4932, 1.8379], [-0.5278, 1.9258, -0.0109], [1.5079, 1.7593, -0.2784], [2.0699, 2.3605, 0.7076], [1.5560, 2.6601, 0.0036]],
  "lowdin_charge": [0.0605, -0.1478, -0.3242, 0.2341, -0.0371, -0.2093, -0.0087, 0.2246, 0.0625, 0.0500, 0.0402, 0.1606, 0.1416, 0.1086, 0.1885, 0.1044, 0.2040, 0.1136, -0.0206, 0.0283, 0.0262],
  "de_lowest_kcal_mol": 53.1,
  "multiplicity": 2,
  "charge": 1,
  "e_lumo_ev": [-3.84, -9.00],
  "gap_ev": [10.39, 5.20],
  "e_tot_ev": -13453.5336,
  "largest_force_ev_per_a": 6.08,
  "s_squared": 0.7689
}


3.
{
  "formula": "C2H18O7",
  "method": "ωB97M-V/def2-TZVPD",
  "symbols": ["C", "C", "O", "H", "H", "H", "H", "H", "H", "O", "H", "H", "O", "H", "H", "O", "H", "H", "O", "H", "H", "O", "H", "H", "O", "H", "H"],
  "xyz": [[-1.0087, 1.9482, 0.5134], [-2.2846, 1.2699, 1.0454], [-3.1596, 1.0503, -0.1295], [-1.1469, 2.9960, 0.2467], [-0.6214, 1.6397, -0.4576], [-0.0711, 1.9466, 1.0693], [-2.8156, 1.9879, 1.6705], [-1.8899, 0.4163, 1.5965], [-3.9835, 0.6537, 0.1628], [2.1451, -1.2749, -0.9633], [3.0643, -1.3192, -1.2267], [1.7356, -0.7069, -1.6159], [1.3968, 0.5194, -1.9462], [0.6847, 0.7543, -2.5411], [2.1698, 0.9449, -2.3174], [0.9365, -0.9411, 2.2807], [1.3504, -0.0986, 2.0929], [0.0675, -0.8750, 1.8849], [1.8988, -3.1803, -0.1128], [2.5125, -3.1058, 0.6180], [1.7652, -2.2792, -0.4067], [-1.7319, -0.8197, 0.1229], [-2.1826, -0.1832, -0.4321], [-0.8029, -0.6877, -0.0661], [0.2997, -0.3024, -0.2298], [1.1378, -0.6306, 0.0957], [0.5341, 0.2776, -0.9543]],
  "lowdin_charge": [-0.0804, -0.2403, -0.0984, 0.0698, 0.0498, 0.0786, 0.1094, 0.0988, 0.0986, -0.0050, 0.1282, -0.0347, 0.0753, 0.1458, 0.1473, -0.0244, 0.0334, 0.0237, -0.0719, 0.0213, -0.1855, -0.1125, -0.0168, -0.1930, -0.0413, 0.0577, -0.0334],
  "de_lowest_kcal_mol": 175.0,
  "e_lumo_ev": -0.82,
  "gap_ev": 7.81,
  "e_tot_ev": -16691.4614,
  "largest_force_ev_per_a": 6.33
}


4.
{
  "formula": "C5H12O2",
  "method": "ωB97M-V/def2-TZVPD",
  "symbols": ["C", "C", "O", "C", "C", "O", "C", "H", "H", "H", "H", "H", "H", "H", "H", "H", "H", "H", "H"],
  "xyz": [[2.2856, 0.6804, -1.4026], [1.8165, -0.1589, -0.2307], [0.5456, 0.3003, 0.1730], [-0.0682, -0.5256, 1.1376], [-1.5514, -0.2061, 1.2226], [-2.2799, -0.6486, 0.1024], [-2.1946, 0.2095, -1.0159], [2.3168, 1.7390, -1.1296], [1.6089, 0.5642, -2.2554], [3.2884, 0.3708, -1.7117], [2.5336, -0.0936, 0.6054], [1.7515, -1.2199, -0.5238], [0.0419, -1.5873, 0.8598], [0.3979, -0.3831, 2.1293], [-1.9702, -0.7372, 2.0843], [-1.6935, 0.8754, 1.3878], [-1.1650, 0.3199, -1.3657], [-2.5908, 1.2117, -0.7830], [-2.8061, -0.2350, -1.8039]],
  "lowdin_charge": [-0.0751, -0.2919, -0.1721, -0.2074, -0.2121, -0.1780, -0.1057, 0.0781, 0.0754, 0.0757, 0.1217, 0.1204, 0.1300, 0.1297, 0.1266, 0.1297, 0.0743, 0.0923, 0.0882],
  "de_lowest_kcal_mol": 36.6,
  "e_lumo_ev": 1.09,
  "gap_ev": 10.53,
  "e_tot_ev": -9473.5491,
  "largest_force_ev_per_a": 0.34,
  "smiles": "CCOCCOC"
}


5.
{
  "formula": "C17H17GaN4OSSbSe4",
  "method": "ωB97M-V/def2-TZVPD",
  "symbols": ["Ga", "Se", "Sb", "Se", "Se", "Se", "N", "C", "N", "O", "H", "H", "H", "H", "S", "C", "C", "C", "N", "C", "C", "C", "C", "C", "N", "C", "C", "H", "H", "H", "H", "H", "H", "H", "H", "C", "C", "C", "C", "C", "C", "H", "H", "H", "H", "H"],
  "xyz": [[-0.2300, 0.2792, -0.2555], [-3.7205, -0.1084, 3.2254], [-1.3558, -0.6059, 2.8906], [-0.2844, 1.5971, 1.8094], [-1.2895, -1.8396, 0.4988], [0.2816, -3.4198, 0.9494], [-4.2345, 0.3088, -0.3989], [-3.1913, 1.1407, -0.2096], [-3.3522, 2.1753, 0.6303], [-2.1269, 0.9605, -0.8448], [-4.9006, 0.2186, 0.3509], [-4.0333, -0.5289, -0.9156], [-4.0468, 2.0640, 1.3533], [-2.4859, 2.5858, 0.9484], [6.3387, 0.8716, 1.7164], [4.6822, 0.5467, 1.1093], [3.9324, 1.6051, 0.6125], [2.6440, 1.3457, 0.1863], [2.1041, 0.1282, 0.2125], [2.8302, -0.8863, 0.6694], [4.1253, -0.7188, 1.1436], [7.2326, 0.0444, 0.4011], [7.5528, 0.7208, -0.7661], [8.2196, 0.0213, -1.7626], [8.5671, -1.2570, -1.6570], [8.2650, -1.8892, -0.5281], [7.6049, -1.2848, 0.5328], [4.3420, 2.6050, 0.5859], [2.0090, 2.1460, -0.1760], [2.3438, -1.8576, 0.6876], [4.6717, -1.5631, 1.5400], [7.2900, 1.7616, -0.8941], [8.4864, 0.5101, -2.6936], [8.5635, -2.9303, -0.4681], [7.3885, -1.8258, 1.4435], [0.3494, -0.0307, -5.0199], [1.1144, 0.9053, -4.3415], [1.0406, 0.9963, -2.9569], [0.2031, 0.1605, -2.2206], [-0.5431, -0.7851, -2.9240], [-0.4760, -0.8883, -4.3059], [0.3947, -0.0904, -6.1011], [1.7682, 1.5697, -4.8956], [1.6511, 1.7338, -2.4453], [-1.1908, -1.4624, -2.3772], [-1.0706, -1.6294, -4.8269]],
  "lowdin_charge": [-0.0333, -0.3179, 0.2964, 0.1106, -0.1084, -0.1721, 0.1816, -0.6852, 0.1502, -0.1154, 0.0689, 0.1043, 0.0429, 0.0082, 0.9701, -0.5053, -0.0688, -0.1900, -0.0067, -0.1025, -0.0487, -0.5210, -0.0776, -0.1464, 0.0541, -0.1441, -0.0857, 0.1037, 0.0889, -0.0027, 0.1081, 0.1044, 0.1039, 0.1049, 0.1025, -0.1152, -0.1099, -0.1197, -0.2197, -0.1314, -0.0952, 0.0911, 0.0920, 0.0785, 0.0617, 0.0960],
  "de_lowest_kcal_mol": 1.9,
  "charge": -1,
  "e_lumo_ev": 1.92,
  "gap_ev": 5.99,
  "e_tot_ev": -357053.3102,
  "largest_force_ev_per_a": 0.96
}


6.
{
  "formula": "C29H39Cl13NO3PS3",
  "method": "ωB97M-V/def2-TZVPD",
  "symbols": ["C", "C", "O", "C", "C", "C", "C", "C", "C", "C", "C", "C", "S", "C", "C", "C", "C", "O", "C", "S", "C", "C", "C", "C", "C", "C", "S", "C", "C", "C", "N", "P", "O", "Cl", "H", "H", "H", "H", "H", "H", "H", "H", "H", "H", "H", "H", "H", "H", "H", "H", "H", "H", "H", "H", "H", "H", "H", "H", "H", "H", "H", "H", "H", "H", "H", "H", "H", "H", "H", "Cl", "C", "Cl", "Cl", "H", "Cl", "C", "Cl", "Cl", "H", "Cl", "C", "Cl", "Cl", "H", "Cl", "C", "Cl", "Cl", "H"],
  "xyz": [[5.3040, -3.0331, 2.7889], [4.9713, -2.2508, 1.5062], [4.0025, -1.2512, 1.7433], [4.4760, 0.0679, 1.4697], [3.2678, 0.9691, 1.3666], [2.2949, 0.8382, 2.3496], [1.1459, 1.6112, 2.3457], [0.9992, 2.5405, 1.3111], [1.9592, 2.7014, 0.3070], [1.7365, 3.7492, -0.7505], [2.4854, 5.0735, -0.3829], [1.5830, 6.1818, 0.1638], [1.7434, 6.2479, 1.9905], [3.1089, 1.8898, 0.3288], [4.1423, 2.0016, -0.7803], [4.0014, 0.7818, -1.7372], [2.9327, 0.9739, -2.7923], [2.4232, -0.3178, -3.1283], [1.1943, -0.2233, -3.8007], [-0.4990, 3.4998, 1.3359], [-1.6172, 2.2088, 1.8000], [-2.8561, 2.1021, 1.1832], [-3.7477, 1.0825, 1.5244], [-5.0541, 1.0396, 0.7531], [-6.3323, 0.6828, 1.5171], [-6.5485, -0.7908, 1.8786], [-6.0497, -1.9858, 0.6083], [-3.3342, 0.2069, 2.5245], [-2.0898, 0.3180, 3.1386], [-1.1905, 1.3160, 2.7841], [0.1227, 1.5170, 3.3490], [0.6314, 0.6121, 4.7237], [0.4393, -0.9568, 4.2403], [-0.9381, 0.8241, 6.0907], [6.3492, -2.9436, 3.0728], [5.0850, -4.0921, 2.6811], [4.6760, -2.6538, 3.5918], [4.6087, -2.9627, 0.7656], [5.8989, -1.8310, 1.1164], [4.9731, 0.0505, 0.5058], [5.1502, 0.3778, 2.2716], [2.4649, 0.0835, 3.1035], [0.6830, 3.9738, -0.8745], [2.1297, 3.4563, -1.7159], [3.2713, 4.8435, 0.3318], [2.9509, 5.4581, -1.2902], [0.5431, 6.0731, -0.1253], [1.9335, 7.1466, -0.1887], [0.4671, 6.3082, 2.3895], [4.0162, 2.9311, -1.3202], [5.1191, 1.9511, -0.3088], [4.9706, 0.5847, -2.1903], [3.6757, -0.0696, -1.1472], [3.3460, 1.4072, -3.7079], [2.0923, 1.5654, -2.4282], [1.0118, -1.1701, -4.2998], [0.3544, -0.0490, -3.1209], [1.1985, 0.5462, -4.5788], [-3.0945, 2.8199, 0.4115], [-5.2000, 2.0519, 0.3784], [-4.9192, 0.4177, -0.1298], [-7.1593, 0.9694, 0.8683], [-6.3753, 1.3199, 2.3997], [-6.1001, -1.0699, 2.8203], [-7.6163, -0.9333, 2.0325], [-7.1763, -2.1832, -0.0902], [-3.9364, -0.6225, 2.8691], [-1.8535, -0.3979, 3.9043], [0.0264, -1.4210, 4.9819], [-4.1460, -2.6234, 3.5800], [-4.4089, -3.9993, 4.6536], [-3.5856, -3.7667, 6.1959], [-6.1360, -4.2682, 4.8952], [-4.0047, -4.8763, 4.1708], [0.2550, -1.9870, -6.7869], [0.8679, -3.6337, -6.9521], [0.8587, -4.1322, -8.6453], [2.4861, -3.7624, -6.2680], [0.2128, -4.2946, -6.4008], [-0.7338, 1.5575, -10.0007], [-0.0865, -0.0762, -10.1658], [-0.1255, -0.5982, -11.8506], [1.5468, -0.1736, -9.5154], [-0.7141, -0.7462, -9.5922], [-5.1696, -5.6134, 1.2688], [-4.1784, -7.0450, 1.5693], [-2.7779, -7.0616, 0.4991], [-3.6580, -7.1416, 3.2589], [-4.7749, -7.9218, 1.3569]],
  "lowdin_charge": [-0.0631, -0.2632, -0.1462, -0.1492, -0.1219, 0.0055, -0.2641, -0.3529, -0.1728, -0.1690, -0.2562, -0.5372, 0.6913, -0.1186, -0.1137, -0.1381, -0.2195, -0.1834, -0.1373, 1.0430, -0.4305, -0.0532, -0.1956, -0.1863, -0.2473, -0.5577, 0.6915, -0.0477, -0.0577, -0.2671, -0.2072, 0.6159, -0.3304, 0.2400, 0.0648, 0.0643, 0.0739, 0.1145, 0.1100, 0.0961, 0.1428, 0.0808, 0.0759, 0.0840, 0.0929, 0.1050, 0.0627, 0.0532, -0.1649, 0.1014, 0.1115, 0.1178, 0.1134, 0.1309, 0.1049, 0.0296, 0.0929, 0.0874, 0.1077, 0.1069, 0.0885, 0.1040, 0.1182, 0.0074, 0.0686, -0.1457, -0.0224, 0.0477, 0.0326, 0.6228, -1.5373, 0.5388, 0.5323, -0.0876, 0.5393, -1.5359, 0.5252, 0.5402, 0.0129, 0.5227, -1.5706, 0.5238, 0.5051, -0.0072, 0.5290, -1.5212, 0.5340, 0.5627, 0.0119],
  "e_lumo_ev": 0.32,
  "gap_ev": 8.20,
  "e_tot_ev": -242924.4984,
  "largest_force_ev_per_a": 1.55,
  "smiles": "CCOCc1cc2c(c(CCCS)c1CCCOC)Sc1cc(CCCS)ccc1N2P(O)Cl.ClC(Cl)Cl.ClC(Cl)Cl.ClC(Cl)Cl.ClC(Cl)Cl"
}